The following is a DFT calculation (ωB97M-V/def2-TZVPD) of an isolated molecule of H3N3O2S at a distorted geometry.

* ΔE to the lowest compared entry with this formula, charge and spin: 46.95 kcal per mole
* E_tot: -714.55749 Eh
* max |F|: 2.3 eV/A
* total charge: 0

The geometry in XYZ format:
```
9
Properties=species:S:1:pos:R:3:nbo_charge:R:1
N 1.24956 -0.47351 0.17512 -0.637
N 0.09705 0.22831 0.07671 -0.296
N -1.07657 -0.51247 -0.33197 0.617
O -0.87525 -1.70191 -0.34211 -0.391
O -2.08790 0.11578 -0.50971 -0.361
S 0.08634 1.93931 -0.35988 0.186
H 1.56027 -1.06544 -0.66454 0.368
H 1.35544 -1.02824 1.03165 0.374
H -0.30894 2.49817 0.92474 0.139
```

---

The following is a DFT calculation (ωB97M-V/def2-TZVPD) of a cluster of 2 separate species, C3H11N3 in total at a distorted geometry.

* ΔE to the lowest compared entry with this formula, charge and spin: 60.54 kcal per mole
* E_tot: -285.08135 Eh
* max |F|: 3.6 eV/A
* total charge: 0

The geometry in XYZ format:
```
17
Properties=species:S:1:pos:R:3:nbo_charge:R:1
C -0.52585 1.79589 -2.99560 -0.512
C 0.25788 2.80022 -2.51427 0.010
N 1.00363 3.02486 -1.31345 -0.849
H -0.87120 1.01243 -2.25611 0.196
H -0.71108 1.78312 -4.06761 0.218
H 0.56533 3.54368 -3.25711 0.176
H 1.07316 2.46877 -0.45538 0.386
H 0.90178 4.04346 -0.99536 0.374
N -0.94860 -2.59775 2.95425 -0.848
C -0.64201 -1.91290 1.72090 -0.045
N 0.64451 -2.43453 1.25583 -0.851
H -1.32526 -3.57435 2.87549 0.359
H -0.11388 -2.93162 3.50902 0.355
H -1.42421 -1.95885 0.97884 0.195
H -0.39069 -0.83020 1.98609 0.144
H 1.06565 -1.91024 0.51956 0.351
H 1.44084 -2.32198 2.05490 0.340
```

---

no.,lowest unoccupied orbital energy (eV)
1,0.51
2,0.74